[1]
Here is C59H50I2MoN10O3S4 as an isolated structure from the Open Molecules 2025 dataset. Energies are from wB97M-V/def2-TZVPD.

Properties
charge: +2
Kohn-Sham gap (spin up / spin down): 7.5 / 7.0 eV
energy: -144421.023 eV
multiplicity: 3
energy relative to the best compared isomer or geometry (same formula, charge and spin): 0.135 eV
E_HOMO (spin up / spin down): -11.72 / -11.74 eV
lowest unoccupied orbital energy (spin up / spin down): -4.26 / -4.78 eV
F_max: 0.00761 hartree/bohr

The geometry in XYZ format:
```
129
Properties=species:S:1:pos:R:3:mulliken_charge:R:1
I -5.179 -5.583 -3.982 0.127
I -2.694 -3.432 1.051 0.169
Mo -0.144 -0.529 -1.423 -1.796
S -1.301 2.345 0.229 1.384
S 0.489 -0.735 1.866 0.999
S 3.350 -1.609 -1.251 1.717
S -0.779 1.604 2.873 1.221
O 4.336 -0.789 -0.617 -0.748
O 2.725 -2.679 -0.516 -0.793
O -1.989 -1.170 -1.040 0.201
N 3.338 1.054 -2.847 -0.380
N -0.577 2.593 1.690 -0.110
N -1.070 -0.499 -3.571 -0.093
N -0.813 1.276 -0.624 0.769
N 0.242 -1.077 0.471 1.283
N 0.984 0.990 -2.563 0.867
N 5.471 -3.776 -6.315 -0.495
N -0.696 0.079 2.660 -0.090
N 0.083 -2.559 -2.228 2.816
N 2.079 -0.656 -1.699 0.190
C -3.827 3.266 4.842 -0.866
C -2.689 -2.115 -1.659 -0.737
C 0.219 -3.617 -1.424 -0.855
C -2.363 1.817 3.639 0.790
C 0.189 -4.910 -1.913 -1.505
C 0.300 1.495 5.329 -1.034
C -0.144 -2.370 4.017 -0.525
C -4.134 -4.087 -2.988 -0.665
C 1.195 3.249 3.909 0.162
C -1.061 3.954 -0.495 0.366
C 2.224 0.481 -2.395 0.601
C 1.637 -4.319 3.112 -0.931
C 3.961 -3.944 -4.451 -0.930
C -1.906 4.292 -1.546 -0.698
C -3.698 3.360 1.162 -0.760
C -3.709 -2.958 -3.677 -0.623
C -3.855 -4.225 -1.633 -0.254
C 2.820 -0.063 3.215 -0.587
C -3.668 1.060 0.381 0.613
C 3.488 1.837 1.286 -1.101
C -4.500 1.012 4.312 -0.877
C 0.023 4.749 -0.157 -0.193
C 2.019 3.651 4.952 -0.818
C -4.764 2.241 4.895 -0.692
C -2.615 3.060 4.208 -1.009
C 4.323 1.613 2.369 -1.122
C 2.314 1.114 1.156 1.330
C -5.687 2.013 1.276 -0.741
C 0.352 2.173 4.115 0.290
C -0.118 -4.001 -4.107 -1.319
C 5.026 -1.598 -3.404 -0.268
C 3.990 0.670 3.331 -1.162
C 1.995 0.170 2.123 1.209
C 3.172 2.232 -3.430 -0.701
C 0.254 5.912 -0.879 -0.917
C 0.021 -5.104 -3.276 -0.925
C 1.508 -3.134 2.406 -0.603
C 0.878 -4.536 4.255 -0.819
C 0.616 -2.175 2.876 0.311
C -0.095 -2.739 -3.545 1.028
C 1.121 1.912 6.360 -0.773
C 1.978 2.990 6.169 -0.703
C -5.033 3.221 1.497 -0.962
C -2.537 -0.717 -3.688 -1.597
C 0.834 2.204 -3.095 -0.255
C -3.286 0.785 3.676 -0.059
C -2.992 -1.975 -3.014 0.777
C -1.671 5.460 -2.252 -0.830
C 4.998 -3.289 -5.131 1.093
C 3.991 -2.253 -2.745 -0.733
C 5.521 -2.108 -4.585 -0.978
C -0.276 -1.477 -4.344 -1.662
C 1.939 2.882 -3.563 -1.067
C -3.035 2.272 0.606 -0.207
C -5.010 0.939 0.723 -0.829
C -0.009 -3.567 4.705 -0.765
C -3.134 -3.240 -0.975 0.424
C -0.590 6.267 -1.920 -0.613
C 3.469 -3.432 -3.269 -0.271
H -1.876 3.849 4.167 0.514
H 1.856 3.856 -4.015 0.513
H 2.332 -5.073 2.769 0.542
H 5.249 2.162 2.458 0.502
H -0.016 -6.103 -3.689 0.591
H -3.066 -0.162 3.208 0.598
H -3.011 0.154 -3.223 0.395
H -0.599 -3.743 5.593 0.515
H -0.169 2.612 -3.129 0.563
H -2.815 -0.738 -4.748 0.472
H -5.568 4.056 1.926 0.505
H -5.706 2.404 5.400 0.466
H -0.837 -1.613 4.357 0.307
H 1.094 1.401 7.311 0.513
H -3.183 4.295 1.334 0.610
H 4.652 0.490 4.165 0.511
H 2.567 -0.812 3.951 0.682
H 1.212 3.751 2.956 0.436
H 2.087 -2.952 1.509 0.735
H 3.565 -4.870 -4.845 0.355
H 6.335 -1.605 -5.089 0.319
H -4.189 -5.098 -1.093 0.515
H 0.977 -5.464 4.799 0.438
H -5.236 0.223 4.351 0.523
H -5.520 0.001 0.554 0.580
H -2.334 5.746 -3.056 0.480
H -3.938 -2.842 -4.728 0.522
H 5.445 -0.699 -2.977 0.499
H 0.706 -1.033 -4.543 0.335
H 1.660 1.265 0.309 -0.733
H 3.766 2.551 0.524 0.578
H -0.374 0.661 5.467 0.311
H 0.285 -5.739 -1.229 0.642
H 6.346 -3.427 -6.667 0.218
H 2.688 4.487 4.812 0.519
H -4.040 4.221 5.299 0.467
H 4.074 2.700 -3.808 0.511
H 5.255 -4.725 -6.568 0.222
H 1.092 6.544 -0.622 0.495
H -3.123 0.231 -0.056 -0.231
H -0.273 -4.114 -5.171 0.611
H 2.695 -3.959 -2.729 0.428
H -0.880 0.422 -3.955 0.387
H -2.749 3.661 -1.796 0.560
H 0.675 4.466 0.654 0.349
H 0.343 -3.400 -0.373 0.449
H -6.732 1.917 1.532 0.461
H -0.746 -1.701 -5.307 0.633
H 2.616 3.317 6.978 0.440
H -0.412 7.179 -2.472 0.453
```

=====

[2]
Here is C59H52AsLuN2P as an isolated structure from the Open Molecules 2025 dataset. Energies are from wB97M-V/def2-TZVPD.

Properties
charge: -1
Kohn-Sham gap (spin up / spin down): 3.2 / 3.6 eV
energy: -168719.640 eV
energy relative to the best compared isomer or geometry (same formula, charge and spin): 32.560 eV
E_HOMO (spin up / spin down): -1.50 / -1.99 eV
lowest unoccupied orbital energy (spin up / spin down): 1.65 / 1.66 eV
F_max: 0.27448 hartree/bohr

The geometry in XYZ format:
```
116
Properties=species:S:1:pos:R:3:mulliken_charge:R:1
Lu -0.093 -0.083 -1.365 0.219
As 0.487 3.509 0.112 0.672
P -0.135 -2.915 -0.887 0.728
N -0.824 0.593 -4.515 0.286
N -1.433 0.652 -3.310 -0.054
C -1.501 2.548 -4.702 -0.963
C 1.441 7.401 -1.080 -0.276
C 1.873 1.282 -3.758 -0.536
C 3.247 -4.398 -1.454 -0.802
C -0.392 -1.789 5.640 -1.107
C -1.236 3.826 0.909 0.696
C -1.061 -7.300 -0.370 -0.511
C -2.862 -1.745 -4.462 0.031
C -4.335 -0.436 -2.712 -1.274
C 3.425 6.449 -0.147 -0.447
C -1.814 1.905 -3.330 -0.154
C 2.855 7.488 -0.879 -1.076
C -2.264 0.385 2.495 -0.652
C -0.883 -2.740 -3.708 -0.529
C 3.017 1.210 -4.892 -0.766
C 2.796 -0.972 -3.151 -0.155
C -0.926 1.499 -5.496 -0.326
C 1.986 -2.230 0.117 -0.637
C -3.530 4.516 0.534 -1.091
C -1.758 -0.332 3.604 0.513
C -4.680 -0.207 -1.285 -0.894
C 2.401 -3.517 0.605 -1.335
C -0.323 -5.532 -1.880 -0.143
C 1.344 3.529 2.907 -0.865
C 0.642 6.376 -0.591 -0.514
C 2.339 1.841 1.643 -0.777
C -0.603 -6.855 -1.573 -0.546
C -0.832 -5.041 0.556 -0.308
C 1.220 -2.605 3.940 -1.129
C -3.773 -0.781 -0.388 -0.151
C -0.959 -6.454 0.727 -0.553
C -3.886 4.236 1.927 -0.228
C -2.967 3.764 2.800 -0.473
C -0.492 -4.651 -0.866 1.133
C -1.236 -2.588 -2.401 0.245
C -1.987 -1.085 7.467 -1.363
C -3.216 -1.353 -3.260 0.554
C -2.501 -1.909 -2.129 0.816
C 3.716 -0.895 -4.003 0.673
C 1.507 -1.957 -1.257 1.702
C -0.050 -1.921 4.126 0.867
C -0.444 -0.829 3.362 0.272
C -1.703 3.546 2.304 -0.197
C -2.774 -1.570 -0.792 -0.859
C -1.704 -2.514 -4.780 -1.248
C 1.963 3.078 4.153 -0.944
C 3.116 1.500 2.803 -0.408
C -1.604 -1.030 5.865 1.065
C 2.848 2.101 4.037 -0.119
C 1.344 5.251 0.074 0.699
C 2.843 -4.800 -0.344 -1.023
C 2.669 5.295 0.318 -0.585
C 3.247 -3.398 -2.303 0.424
C -2.100 4.404 0.105 -0.322
C 1.777 0.092 -2.881 -0.234
C 1.359 2.833 1.729 0.617
C 3.770 0.121 -5.020 -1.520
C -2.291 -0.377 4.933 -0.913
C 2.535 -2.312 -2.202 0.299
H -0.474 6.291 -0.762 0.148
H 2.779 2.180 -5.120 0.561
H -3.240 0.136 5.160 0.333
H -0.944 -7.060 1.740 0.220
H -0.958 0.898 0.187 0.117
H -0.984 3.005 2.978 0.266
H 2.669 -3.617 1.639 0.898
H -0.969 -4.181 1.291 0.355
H -0.353 1.348 -6.345 0.551
H 3.300 1.601 5.090 0.104
H -2.964 -0.879 7.864 0.373
H -1.200 -0.290 7.621 0.296
H -2.980 1.295 2.150 0.035
H 0.033 -3.236 -3.802 0.554
H -0.068 -5.238 -2.855 0.480
H 2.008 -1.994 3.857 0.602
H -2.009 4.803 -0.923 0.278
H -1.653 3.763 -4.845 0.188
H 0.751 4.321 2.810 1.184
H 4.111 -5.233 -1.574 0.008
H 1.329 -3.106 2.727 -0.342
H -4.030 -0.686 0.643 0.492
H -3.200 3.285 3.705 0.223
H -5.434 0.666 -1.174 0.270
H -2.540 2.295 -2.409 0.240
H -1.928 -2.210 8.161 0.188
H 3.297 4.606 0.708 0.549
H -0.148 -0.151 -4.726 0.140
H 0.063 -2.355 6.642 -0.008
H -1.195 -3.002 -5.761 0.163
H 2.559 1.367 0.727 0.719
H 4.664 6.766 0.042 0.081
H 3.339 8.042 -1.379 0.692
H -4.800 0.215 -3.343 0.508
H 4.877 -2.951 6.983 0.005
H 4.325 -1.869 -4.308 0.033
H 2.546 -5.669 0.071 0.530
H -2.389 -2.205 -0.066 0.406
H -1.112 -8.424 -0.219 0.284
H -5.030 4.215 2.004 0.231
H 0.926 7.999 -1.828 0.288
H 4.340 0.026 -5.787 0.652
H 3.914 0.559 2.769 0.162
H 0.267 -0.699 2.333 -0.466
H -0.882 -7.799 -2.528 0.072
H 1.710 3.831 5.075 0.168
H 2.020 -1.553 1.004 -0.054
H 1.403 2.187 -3.524 0.688
H -4.235 4.759 -0.273 0.341
H -3.503 -1.358 -5.252 0.365
H 1.609 -3.423 4.553 0.438
H 3.791 -3.376 -3.353 -0.112
```